(1)
3 unconnected molecules or ions with the total composition C23H50BF4I2N6O6P3 in a non-equilibrium geometry. Source: the Open Molecules 2025 dataset; level of theory: ωB97M-V/def2-TZVPD.

Structure (XYZ):
```
95
Properties=species:S:1:pos:R:3:forces:R:3:mulliken_charge:R:1
C 3.734261 1.780499 -0.475972 -1.095 -0.162 0.478 -1.25
C 2.476388 1.345906 -1.229704 0.669 0.821 0.755 0.29
I 0.643600 2.097416 -0.462259 0.485 -0.254 -0.042 0.07
C 2.472089 0.581013 -2.293633 -0.278 -0.531 -0.360 -0.78
I 4.393523 -0.089756 -2.994069 -0.691 0.097 -0.005 0.06
C 1.273982 0.123036 -3.125077 1.504 0.089 -1.335 -0.35
O 0.524568 1.258306 -3.580113 -0.389 0.897 0.903 -0.41
C -0.823225 1.098872 -3.333225 2.947 -4.076 -0.365 0.17
O -1.610644 1.940253 -3.247109 -1.713 2.396 -0.166 -0.46
C -1.008214 -0.467039 -3.266332 -2.255 3.102 0.936 -0.18
P -2.707306 -0.731468 -2.522596 -0.700 -3.199 0.964 0.24
C -2.975004 0.196808 -0.945235 0.376 0.797 -0.179 -0.45
C -4.014072 -0.369804 -3.791660 1.142 1.109 0.036 -0.95
C 0.287736 -0.972340 -2.590162 -0.293 -0.540 -1.707 0.84
B 0.296443 -1.410356 -1.041735 -0.272 0.342 1.651 0.74
O 1.464079 -1.401061 -0.272613 0.172 -0.162 -1.295 -0.69
O -0.820643 -1.878732 -0.374875 0.595 -0.513 -0.654 -0.61
C 0.583371 -2.339285 -3.309133 0.258 0.329 0.855 0.53
F -0.460631 -3.165551 -3.042486 0.096 -0.272 0.077 -0.32
F 0.633100 -2.224358 -4.647094 0.009 0.320 -0.181 -0.35
C 1.915249 -3.019738 -2.838764 0.645 -0.279 -1.504 0.37
F 2.521638 -3.539819 -3.942503 0.073 0.030 -0.016 -0.34
F 1.678035 -4.079163 -2.038507 -0.281 0.310 0.690 -0.29
H 4.356481 0.896176 -0.290290 0.057 0.334 -0.139 0.28
H 4.268674 2.568515 -1.022392 -0.036 -0.309 0.091 0.33
H 3.422744 2.162718 0.504718 0.270 0.038 -0.280 0.44
H 1.747641 -0.192531 -4.071565 -0.323 -0.538 0.429 0.58
H -1.175879 -0.684240 -4.333980 0.538 -0.541 0.345 0.53
H -3.914181 0.768826 -0.943248 0.286 -0.147 -0.174 0.25
H -3.007304 -0.513032 -0.112663 -0.027 0.009 -0.386 0.27
H -2.133600 0.877078 -0.739531 -0.370 -0.030 -0.100 -0.05
H -3.918763 -1.146186 -4.561165 -0.140 0.240 0.189 0.35
H -3.866886 0.633783 -4.222327 -0.400 -0.313 -0.092 0.32
H -4.988028 -0.433580 -3.294812 0.264 -0.036 -0.060 0.19
H 1.842772 -2.293080 -0.241491 -0.092 0.265 0.560 0.25
H -1.075908 -2.760473 -0.688770 -0.576 0.467 -0.107 0.32
H 2.650812 -2.328391 -2.408383 -0.436 -0.109 0.289 0.07
C -9.808891 0.515277 -1.411907 -0.296 0.256 0.417 -0.99
N -8.597002 -0.049811 -0.859236 -0.115 -0.874 -0.365 0.15
C -8.220331 -1.343136 -1.414315 0.495 -0.032 0.231 -1.02
P -7.647891 0.553241 0.441050 -3.637 4.636 -4.646 0.83
O -6.344817 0.682532 -0.321233 1.001 -2.436 2.785 -0.67
N -7.905765 2.239976 0.676204 0.369 0.223 0.205 0.11
C -9.135222 2.954458 0.386929 -0.421 -0.041 0.487 -1.04
C -6.771073 3.127065 0.435006 0.282 -0.145 -0.124 -1.00
N -8.931159 0.251798 1.608371 2.510 -1.614 1.534 -0.10
C -8.436985 0.507049 2.989855 -0.066 0.466 0.286 -1.15
C -9.536123 -1.089328 1.645594 -0.301 -0.269 -0.444 -1.04
H -10.539512 0.783498 -0.641403 0.058 0.119 -0.008 0.32
H -10.326500 -0.194666 -2.059362 0.229 -0.156 0.049 0.42
H -9.596108 1.399329 -2.021039 -0.102 0.057 0.051 0.24
H -8.556602 -2.171306 -0.775025 -0.032 -0.133 -0.127 0.28
H -7.134838 -1.426574 -1.515177 -0.018 0.055 0.065 0.20
H -8.638330 -1.500421 -2.408505 -0.069 0.172 0.030 0.45
H -9.238095 3.175900 -0.681357 -0.020 0.010 -0.003 0.30
H -9.152275 3.909923 0.920578 0.163 -0.014 -0.017 0.37
H -10.019905 2.421864 0.730908 0.092 -0.195 -0.120 0.28
H -6.604873 3.288481 -0.636781 0.102 0.035 0.022 0.31
H -5.859263 2.725960 0.871160 -0.014 -0.070 -0.157 0.29
H -6.935247 4.100122 0.905072 -0.260 -0.072 0.013 0.31
H -7.648826 -0.199108 3.269181 -0.135 -0.085 0.125 0.36
H -9.250059 0.424204 3.712796 -0.069 -0.111 -0.143 0.41
H -8.032737 1.513129 3.086649 -0.007 -0.013 -0.243 0.32
H -8.788552 -1.878560 1.764487 -0.099 -0.075 0.096 0.36
H -10.122886 -1.295072 0.751625 0.226 0.131 -0.153 0.30
H -10.241175 -1.156457 2.475860 0.180 0.168 0.112 0.37
C 8.283045 1.785921 3.501234 0.539 -0.110 -0.182 -0.98
N 7.493180 0.579585 3.380656 -0.330 0.039 0.861 0.14
C 6.540696 0.364329 4.461766 -0.272 -0.431 -0.220 -1.07
P 7.642779 -0.664866 2.205216 1.384 7.079 -1.707 0.82
O 6.227709 -0.586023 1.664774 0.191 -3.623 1.243 -0.75
N 8.427855 -0.104707 0.777886 -0.072 -0.234 -0.367 0.16
C 9.420687 0.952045 0.718922 0.585 -0.211 0.129 -1.02
C 7.636866 -0.088747 -0.446250 -0.361 -0.073 -0.010 -1.05
N 9.222768 -1.145058 2.815608 -1.533 -2.984 0.078 -0.06
C 9.679833 -2.387249 2.132848 0.341 -0.021 -0.434 -1.14
C 9.359692 -1.412010 4.256448 -0.081 0.393 0.445 -1.05
H 9.359645 1.593800 3.440151 -0.019 0.025 -0.133 0.32
H 8.135325 2.270267 4.467964 -0.193 -0.200 0.030 0.42
H 8.010650 2.520264 2.736508 0.126 0.026 -0.017 0.23
H 6.941866 -0.317654 5.224477 -0.075 0.070 0.154 0.28
H 5.612239 -0.072995 4.085802 0.064 -0.013 -0.060 0.27
H 6.267410 1.294727 4.959072 0.117 0.074 -0.128 0.45
H 8.961940 1.946873 0.753843 0.015 0.016 0.004 0.30
H 9.987467 0.887452 -0.215167 -0.142 -0.063 -0.055 0.36
H 10.165400 0.871283 1.508595 -0.195 -0.016 0.157 0.28
H 6.947903 0.765048 -0.467382 -0.069 -0.051 -0.108 0.28
H 7.059510 -1.004507 -0.551618 -0.113 0.119 0.092 0.32
H 8.279031 -0.028863 -1.329280 0.218 0.094 0.186 0.35
H 9.031032 -3.235923 2.370945 0.153 -0.073 0.112 0.36
H 10.700481 -2.636872 2.426883 -0.056 0.103 0.153 0.42
H 9.686136 -2.265718 1.051126 -0.133 0.193 0.058 0.32
H 8.630417 -2.144314 4.613843 0.111 -0.061 0.092 0.37
H 9.262330 -0.503567 4.848872 -0.226 0.070 -0.185 0.30
H 10.360250 -1.791108 4.471023 -0.033 -0.108 -0.246 0.36
```
Forces are in eV/Å.

frontier orbital gap = 0.24599 Eh
2S+1 = 1
LUMO energy = -0.17 eV
calculated total energy = -101499.5423 eV



(2)
A molecular structure, C25H27Cl2EuSb in a non-equilibrium geometry. Source: the Open Molecules 2025 dataset; level of theory: ωB97M-V/def2-TZVPD.

Structure (XYZ):
```
56
Properties=species:S:1:pos:R:3:forces:R:3:mulliken_spin:R:1
Eu 0.910249 -0.590772 -0.537728 0.238 -0.396 2.208 4.94
Cl 0.412612 -3.075366 -0.825156 -0.177 -1.379 -0.096 0.00
Cl 2.043153 1.106170 1.200662 1.425 1.220 -0.105 0.01
C 2.713515 -0.122889 -2.170062 -0.287 0.643 -0.958 0.10
H 3.311832 0.546860 -1.543127 -0.231 -0.180 -0.264 0.00
H 3.074950 -1.160150 -2.269901 -0.149 0.527 -0.176 0.00
C -0.974718 0.581159 -1.020209 -0.840 -0.110 1.127 0.75
C 1.538816 0.284779 -2.772488 1.244 0.068 -0.385 0.12
H -1.529929 0.899979 -0.103805 0.271 0.156 -0.375 0.02
C 0.780725 -0.633946 -3.697636 0.074 -0.254 -0.541 -0.01
H 1.123058 1.299331 -2.663481 0.559 -0.398 0.036 -0.01
C -0.522322 -0.057489 -4.292460 0.063 -0.594 0.376 0.01
H 1.473687 -0.841980 -4.531921 -0.188 -0.109 0.162 0.00
H 0.587647 -1.626216 -3.218549 0.025 0.589 -0.260 0.00
C -1.719906 -0.182643 -3.334669 0.453 0.623 -0.401 0.07
H -0.366521 0.993300 -4.566320 -0.036 -0.085 0.001 -0.01
H -0.750858 -0.597609 -5.218783 0.107 0.004 0.068 0.00
C -1.700396 0.911712 -2.236970 -1.405 0.178 -0.418 0.01
H -2.643412 -0.084855 -3.922820 0.115 -0.017 0.118 0.00
H -1.709476 -1.186588 -2.887436 -0.096 0.243 0.035 -0.02
H -1.170414 1.820174 -2.588633 -0.570 -0.036 -0.506 0.06
H -2.765300 1.164197 -2.034460 0.409 0.257 -0.190 -0.01
C 4.173286 -0.540087 5.630366 -0.417 -0.047 -0.240 0.00
C 3.829267 -1.520736 4.688269 -0.223 0.206 0.132 0.00
C 2.624781 -1.428774 3.982151 0.444 0.174 0.343 0.00
C 1.772647 -0.349620 4.217484 -0.773 0.278 -0.386 0.00
C 2.078664 0.610946 5.182874 0.486 -0.370 -0.031 0.00
C 3.291442 0.516843 5.877434 -0.088 -0.111 -0.021 0.00
Sb 0.097896 -0.107600 2.833084 -0.477 -1.099 -0.080 0.00
C -0.990777 -1.907527 3.547377 0.100 1.185 0.623 -0.03
C -1.417463 -2.816718 2.580375 -0.171 -0.479 0.361 0.01
C -1.971429 -4.043345 2.982378 0.112 0.243 0.184 0.01
C -2.095313 -4.341560 4.346096 0.025 0.161 -0.080 0.00
C -1.679075 -3.413460 5.308849 0.165 0.383 -0.091 0.00
C -1.122043 -2.181867 4.907886 -0.523 -1.122 0.082 0.00
C -0.795969 1.716758 3.633924 -0.042 -0.814 0.224 0.00
C -2.050474 1.671040 4.254683 0.016 0.699 0.074 0.00
C -2.658692 2.867517 4.669496 0.209 -0.065 -0.173 0.00
C -2.017920 4.097745 4.458471 0.113 -0.303 0.030 0.00
C -0.755938 4.130136 3.851322 -0.208 -0.364 0.033 0.00
C -0.148611 2.936906 3.433281 -0.249 0.407 0.158 0.00
H 5.114572 -0.609267 6.174367 -0.192 0.031 -0.134 0.00
H 4.499757 -2.355694 4.499326 -0.062 0.124 0.042 0.00
H 2.369914 -2.191996 3.241553 0.075 0.251 0.174 0.00
H 1.389499 1.431582 5.387800 0.214 -0.154 -0.110 0.00
H 3.541647 1.280609 6.613552 0.003 -0.182 -0.112 0.00
H -1.298285 -2.606035 1.516080 0.003 -0.007 0.216 0.01
H -2.297012 -4.762464 2.227746 0.106 0.187 0.229 0.00
H -2.520497 -5.301623 4.661341 0.169 0.384 -0.131 0.00
H -1.778600 -3.635854 6.375922 0.007 -0.010 -0.358 0.00
H -0.790653 -1.464073 5.662888 -0.059 -0.217 -0.223 0.00
H -2.556775 0.716176 4.413201 0.138 0.261 -0.030 0.00
H -3.637531 2.833020 5.154401 0.283 0.054 -0.154 0.00
H -2.499270 5.026683 4.778226 0.167 -0.324 -0.108 0.00
H -0.241502 5.079509 3.694967 -0.165 -0.228 0.030 0.00
H 0.823062 2.974170 2.941183 -0.194 -0.081 0.072 0.00
```
Forces are in eV/Å.

frontier orbital gap (spin up / spin down) = 0.22337 / 0.21209 Eh
charge = -1
2S+1 = 7
LUMO energy (spin up / spin down) = 2.83 / 2.83 eV
<S²> = 12.04
calculated total energy = -77271.4829 eV



(3)
3 unconnected molecules or ions with the total composition C2H11N2O2 in a non-equilibrium geometry. Source: the Open Molecules 2025 dataset; level of theory: ωB97M-V/def2-TZVPD.

Structure (XYZ):
```
17
Properties=species:S:1:pos:R:3:forces:R:3:nbo_charge:R:1
C -0.980522 0.255771 -2.128770 -0.468 -0.506 -0.126 -0.42
N 0.510638 1.903126 0.735518 0.663 1.164 0.553 -0.73
C 0.035620 1.617974 -0.449002 0.621 -0.517 -0.307 0.39
N -0.337063 0.435711 -0.841207 -0.036 0.087 -0.192 -0.52
H -0.948610 1.159993 -2.728465 0.020 -0.016 0.027 0.22
H -2.000378 -0.076200 -1.982955 -0.444 0.399 0.166 0.23
H -0.556688 -0.576720 -2.659533 0.726 -0.133 -0.339 0.22
H 0.663796 1.195139 1.450923 -0.132 0.061 0.001 0.45
H 0.867779 2.861687 0.896809 -0.389 -1.186 -0.033 0.43
H 0.074573 2.397678 -1.205089 -0.462 0.097 0.216 0.22
H -0.233340 -0.428388 -0.285034 -0.147 0.334 0.265 0.46
H -0.415384 -2.821136 -0.423737 -0.194 0.266 0.334 0.49
H 0.390224 -2.511987 0.810711 0.167 -0.025 0.423 0.48
O -0.365166 -2.192290 0.319354 -0.063 -0.250 -0.937 -0.94
H 1.619440 -1.396206 2.370573 0.424 0.059 -0.212 0.47
H 0.735935 -1.058567 3.506779 -0.333 0.273 0.219 0.49
O 0.939145 -0.765579 2.613121 0.048 -0.106 -0.057 -0.96
```
Forces are in eV/Å.

energy above the lowest of the compared OMol25 structures with the same formula, charge and spin = 29.9 kJ/mol
frontier orbital gap = 0.42999 Eh
charge = +1
2S+1 = 1
LUMO energy = -2.89 eV
calculated total energy = -9321.9962 eV